The following is a quantum chemistry calculation of C2H23O10 as an isolated structure at a distorted geometry, from OMol25.

Geometry as XYZ:
```
35
Properties=species:S:1:pos:R:3:forces:R:3
C 0.46519 -0.25826 0.88240 0.6 0.4 1.9
C -0.06486 0.14887 -0.46065 1.5 -1.6 0.7
O -1.46550 0.25570 -0.45958 5.1 4.9 1.9
H 0.18998 0.53563 1.57673 0.1 0.2 0.4
H 1.53625 -0.45179 0.94138 -0.6 0.6 -0.4
H 0.05436 -1.18341 1.28666 0.2 0.5 -0.6
H 0.22455 -0.67358 -1.11480 0.1 0.3 -0.7
H 0.50025 1.00968 -0.81807 0.0 0.3 -0.1
O -2.05232 -0.79677 1.59146 -1.2 -1.5 2.7
H -1.22490 -0.90089 2.06132 -0.6 0.1 0.3
H -1.80454 -0.40895 0.75216 -0.3 0.2 -0.3
O 3.19331 0.24056 0.02465 1.6 -2.9 -1.9
H 2.83262 1.05037 0.38567 0.7 -0.1 -1.5
H 3.93995 0.03813 0.58837 0.4 0.0 -0.1
O 2.48311 1.95972 1.17464 -1.3 3.3 2.9
H 2.20187 1.26953 1.77529 -0.6 -0.3 0.5
H 2.52025 2.74837 1.71582 0.0 0.5 -0.1
O -2.12810 2.01856 0.84346 -1.5 2.9 2.9
H -1.78475 1.23275 0.41821 -0.2 -1.0 -0.3
H -1.35413 2.55316 1.02069 -0.1 0.3 0.1
O -1.15603 2.55482 -1.34723 0.7 1.9 -1.7
H -2.08376 2.64384 -1.12899 0.0 0.0 0.4
H -0.86414 1.79213 -0.84789 -0.5 0.7 -0.2
O -1.44013 0.16412 -2.76962 0.5 0.4 -4.3
H -2.16186 0.63689 -3.18416 0.1 0.3 -0.2
H -1.38353 0.53631 -1.88956 -0.6 0.3 0.5
O -2.26833 -1.40315 -1.22216 -3.6 -7.7 -2.0
H -1.60535 -0.90445 -0.74469 -0.7 -1.0 -0.3
H -2.18017 -1.11202 -2.12975 0.1 -0.1 0.0
O 2.38107 -2.50189 0.76763 3.8 -0.1 1.9
H 1.47994 -2.42857 0.45327 0.4 0.1 -0.1
H 2.75322 -1.63004 0.63495 0.4 0.0 -0.2
O 0.38836 -2.71580 -0.10299 -3.7 -1.8 -1.9
H -0.10271 -2.50054 -0.89592 -0.7 0.3 -0.4
H -0.01930 -3.51889 0.22117 -0.2 -0.2 0.2
```
Forces are in eV/Å.

energy above the lowest of the compared OMol25 structures with the same formula, charge and spin	8.6839	eV
orbital gap	7.07	eV
calculated total energy	-22916.542	eV
highest occupied orbital energy	-0.1732	Ha
net charge	-1
LUMO	2.3573	eV

The following is a quantum chemistry calculation of a 10-piece molecular cluster, C2H24N4O10 overall at a distorted geometry, from OMol25.

Geometry as XYZ:
```
40
Properties=species:S:1:pos:R:3:forces:R:3
N 4.87926 -2.46906 -2.71379 2.9 -4.1 -0.8
C 4.03552 -1.56385 -3.09516 -1.2 1.6 2.4
N 3.52874 -1.74155 -4.34251 -0.9 0.8 -0.7
O 3.77095 -0.76936 -2.18714 -1.3 1.7 -1.7
H 4.95349 -3.27932 -3.31216 0.7 -0.1 0.5
H 5.43207 -2.38490 -1.87271 -0.5 0.0 -0.3
H 2.89081 -1.05795 -4.72440 0.2 -0.2 0.2
H 3.86006 -2.46209 -4.96793 0.0 0.3 0.3
N -2.64583 -3.37380 -2.68202 4.5 3.8 0.4
C -3.76326 -3.81041 -3.15338 -0.2 -3.1 0.8
N -4.28396 -4.70681 -2.29439 -1.5 -0.7 0.0
O -4.11267 -3.62243 -4.27262 -1.8 1.0 -2.5
H -2.03878 -3.72860 -1.95696 -0.6 0.0 -0.2
H -2.28789 -2.69478 -3.33847 0.8 0.0 0.5
H -5.16418 -5.02326 -2.67539 -0.2 -0.4 1.1
H -4.04574 -4.51955 -1.33093 -1.0 -0.5 0.0
O -0.48604 6.91315 -1.12303 0.2 0.1 -0.1
H -0.47078 6.47714 -0.27104 0.0 -0.1 0.3
H -1.34708 6.70322 -1.48466 -0.2 0.0 -0.1
O -4.60500 -0.76307 2.35437 -0.2 0.1 -0.1
H -4.56059 -1.09116 3.25250 -0.1 -0.1 0.2
H -3.71173 -0.85167 2.02205 0.3 0.0 -0.2
O -0.23298 5.25532 3.31263 0.0 0.0 -0.3
H -0.90069 4.82283 3.84492 -0.2 -0.1 0.1
H 0.29838 5.74181 3.94290 0.2 0.1 0.1
O -4.76908 4.25535 0.01627 0.2 0.1 -0.1
H -5.14758 3.45493 -0.34744 -0.1 -0.2 -0.1
H -5.28227 4.42616 0.80602 -0.1 0.1 0.2
O 0.07779 0.73684 0.95189 -0.2 -0.2 0.2
H -0.21109 1.64928 0.96746 -0.1 0.3 0.0
H 0.81520 0.72897 0.34165 0.2 -0.1 -0.2
O 4.48428 -2.52797 2.87368 0.3 0.0 0.0
H 3.89895 -3.27267 2.73567 -0.1 -0.2 0.0
H 3.90614 -1.76508 2.87356 -0.1 0.3 0.0
O -1.91245 1.00696 5.83867 0.1 0.2 0.1
H -1.51411 0.49561 5.13434 0.2 -0.1 -0.2
H -2.79998 0.65709 5.91687 -0.2 0.0 0.1
O 6.53635 1.70172 1.87669 0.0 0.2 0.1
H 6.88347 0.82194 2.02410 0.1 -0.2 0.1
H 6.04231 1.63103 1.05989 -0.2 0.0 -0.2
```
Forces are in eV/Å.

SMILES string	NC(N)=O.NC(N)=O.O.O.O.O.O.O.O.O
energy above the lowest of the compared OMol25 structures with the same formula, charge and spin	2.2204	eV
orbital gap	9.80	eV
calculated total energy	-28898.951	eV
highest occupied orbital energy	-0.3606	Ha
LUMO	-0.0109	eV

The following is a quantum chemistry calculation of C2H26MnO18 as an isolated structure at a distorted geometry, from OMol25.

Geometry as XYZ:
```
47
Properties=species:S:1:pos:R:3:forces:R:3
Mn -0.05980 -2.85815 -0.30118 1.3 0.1 -1.0
C 0.75983 -2.89576 -2.63051 -0.8 -1.1 -0.6
O -0.45685 -3.03511 -2.46191 -3.2 -0.1 1.0
O 1.15432 -2.67248 -3.84693 2.2 0.6 -1.2
O 1.53450 -3.06965 -1.70008 2.4 0.1 1.5
H 0.39342 -2.62059 -4.41183 -0.7 0.1 -0.4
C 0.05349 -0.31854 -0.02817 1.4 0.7 0.4
O 1.07354 -1.03961 0.20412 0.4 1.9 1.7
O -0.13872 0.99027 0.32406 0.4 -0.2 0.1
O -0.82715 -0.86225 -0.66142 -4.0 -1.0 -1.4
H -1.02017 1.38960 0.01945 1.5 -1.1 0.1
O 1.52912 -3.87811 1.10518 -1.8 0.2 -0.4
H 1.92991 -3.28583 1.73190 0.3 0.9 1.1
H 2.21026 -4.48582 0.88179 0.7 -0.9 -0.7
O 3.08271 0.61843 -2.56623 0.0 -0.4 1.8
H 2.18585 0.53037 -2.85054 -0.9 0.1 -1.0
H 2.92010 0.41285 -1.60810 1.1 0.4 -1.0
O 0.05707 2.96904 -2.21860 -0.7 -0.7 1.9
H -0.79124 2.78979 -1.73277 1.5 -0.1 -0.2
H -0.32380 3.34326 -2.98078 -0.1 0.8 -2.0
O -2.28588 0.62180 -2.64350 -0.6 1.3 -0.5
H -1.63711 0.17481 -2.10714 0.2 -0.6 0.4
H -3.14709 0.52751 -2.21635 0.2 -0.4 -0.2
O 2.75385 -1.96477 2.91231 1.4 -2.0 -0.2
H 3.34249 -2.00327 2.14771 0.3 0.3 0.2
H 2.09780 -1.35416 2.65771 -1.5 1.9 -0.2
O 0.98411 0.20509 3.25596 -0.1 0.1 1.3
H 0.86975 0.31757 4.23789 0.2 -0.2 -1.5
H 1.10472 1.11698 2.88960 0.1 -0.4 0.6
O 1.20101 2.60949 2.31234 -0.5 0.4 1.7
H 1.02688 2.34446 1.43321 -0.2 -0.2 -1.8
H 1.97199 3.15855 2.37854 0.6 0.3 -0.3
O -3.37047 0.99115 1.03604 -1.4 -1.6 0.5
H -3.79741 1.01860 1.90497 -0.2 -0.6 -0.1
H -2.93283 1.79956 1.06582 1.3 2.5 -0.5
O -2.08066 2.88286 -0.57716 -0.3 -0.9 0.2
H -2.72810 2.80775 -1.28813 -0.1 -0.1 0.0
H -1.98925 3.79640 -0.34608 0.0 0.9 0.1
O -3.89015 -1.02849 -1.01496 -0.1 0.4 -1.3
H -3.12564 -0.55074 -0.70403 0.4 0.0 0.5
H -4.12987 -1.58308 -0.30105 -0.5 -0.8 1.1
O -1.68572 -0.13384 2.88848 -1.1 0.4 -1.4
H -0.74683 -0.07986 2.77772 1.7 -0.2 0.9
H -1.89872 0.28628 2.02575 -0.7 -0.6 0.8
O 3.31233 0.66013 0.36445 0.7 -0.9 0.1
H 2.70655 -0.10364 0.32349 -0.2 0.5 0.2
H 2.80786 1.46119 0.31896 -0.5 0.4 -0.1
```
Forces are in eV/Å.

expectation value of S²	8.753
multiplicity	6
energy above the lowest of the compared OMol25 structures with the same formula, charge and spin	0.0000	eV
orbital gap (alpha / beta)	9.06 / 9.37	eV
calculated total energy	-70674.146	eV
highest occupied orbital energy (alpha / beta)	-0.3569 / -0.3768	Ha
LUMO (alpha / beta)	-0.6491 / -0.8830	eV

The following is a quantum chemistry calculation of a 13-piece molecular cluster, C2H27NO15 overall at a distorted geometry, from OMol25.

Geometry as XYZ:
```
45
Properties=species:S:1:pos:R:3:forces:R:3
O -4.18483 0.95763 -0.56653 2.1 0.1 2.4
C -3.46402 1.04386 0.47936 -2.2 -3.8 -3.2
N -2.94583 -0.12589 1.05002 0.0 2.0 0.1
C -2.83780 -1.37811 0.41279 -0.9 -1.6 0.9
O -2.80782 -1.35060 -0.89680 -1.6 1.3 -2.2
O -2.78013 -2.41755 1.05499 0.6 1.9 -0.8
H -3.37745 1.98749 0.91672 0.7 1.2 1.3
H -2.40947 -0.09390 1.91202 -0.3 0.3 0.0
H -3.40252 -0.59531 -1.34313 1.7 -1.6 1.8
H -0.08013 0.70450 1.86444 0.2 1.4 -1.3
H 0.46871 1.88221 0.84995 1.3 0.0 0.2
O -0.28771 1.39003 1.16382 -1.5 -1.8 1.1
H -0.07702 2.66168 -1.73869 -1.8 -2.3 -1.2
H -0.09068 3.94109 -0.90298 0.8 -1.0 -0.9
O 0.48455 3.29403 -1.39493 0.6 3.7 1.2
H -0.68226 -2.11857 -2.07151 -0.7 -0.7 -0.1
H -0.13027 -1.93954 -3.35439 0.7 0.7 -1.5
O -0.54210 -2.64638 -2.88837 -1.0 0.6 1.1
H 1.23918 -3.85034 -0.76850 -0.2 0.1 -0.4
H 0.62234 -3.42444 -2.21231 0.5 -0.5 0.7
O 1.44105 -3.55957 -1.66752 0.6 0.3 0.1
H -3.27441 2.14610 -1.77616 0.0 -0.3 0.1
H -1.75422 2.05034 -1.97115 1.9 -2.5 0.2
O -2.47460 2.60832 -2.02979 -1.9 2.8 -0.4
H 3.53647 1.23035 -0.22991 0.5 -2.7 -1.3
H 2.98926 -0.01406 -1.15779 1.8 1.1 0.8
O 3.79977 0.31595 -0.65865 -1.6 2.1 1.2
H -0.12193 0.15979 4.36446 0.4 0.8 1.9
H -0.58353 -1.30319 4.04137 -0.2 -1.3 1.0
O -0.41306 -0.44377 3.72399 -0.3 0.6 -3.0
H 1.82869 -1.28540 -1.91257 1.0 1.8 -1.9
H 2.63703 -0.79901 -3.20654 0.0 0.1 0.2
O 2.12424 -0.43562 -2.47158 -1.6 -3.0 1.3
H 0.68860 0.47755 -1.92190 -3.0 0.4 0.2
H -0.24530 0.48861 -0.65125 -0.5 0.5 -1.4
O -0.32815 0.60131 -1.65262 3.3 -0.7 1.0
H 1.74937 0.04046 3.08741 2.9 0.5 0.4
H 2.90485 -0.01579 2.19016 1.2 -0.6 -3.1
O 2.77830 0.20420 3.07003 -4.1 -0.1 2.6
H 0.77518 -3.32229 2.94464 -1.6 -0.7 0.5
H 2.04231 -2.58543 3.01686 -1.0 -1.8 -2.4
O 1.50437 -3.20941 2.36716 2.7 2.5 1.8
H 2.00644 3.22026 1.08789 -0.2 1.2 0.3
H 1.61470 2.85933 -0.49579 -0.4 1.1 0.2
O 2.05987 2.64907 0.34330 1.4 -2.3 0.5
```
Forces are in eV/Å.

energy above the lowest of the compared OMol25 structures with the same formula, charge and spin	4.7991	eV
orbital gap	9.98	eV
calculated total energy	-34714.339	eV
highest occupied orbital energy	-0.3825	Ha
LUMO	-0.4272	eV